1.
{"formula": "C5H35NO13S", "method": "the ωB97M-V functional and the def2-TZVPD basis", "multiplicity": 1, "homo_lumo_gap_ev": 8.70, "elements": ["O", "C", "C", "C", "C", "S", "C", "N", "H", "H", "H", "H", "H", "H", "H", "H", "H", "H", "H", "H", "H", "O", "H", "H", "O", "H", "H", "O", "H", "H", "O", "H", "H", "O", "H", "H", "O", "H", "H", "O", "H", "H", "O", "H", "H", "O", "H", "H", "O", "H", "H", "O", "H", "H", "O"], "xyz": [[-2.56814, -0.46373, 3.18261], [-1.48902, -0.73948, 2.71322], [-1.05544, -0.22147, 1.27337], [-2.34235, 0.09449, 0.47704], [-1.97826, 0.68516, -0.91172], [-1.72288, 2.45567, -0.91106], [-1.82239, 2.83309, -2.67568], [-0.31307, -1.27740, 0.64083], [-0.97001, -1.53173, 3.27697], [-0.47597, 0.70619, 1.54494], [-3.14983, 0.59519, 0.97133], [-2.86679, -0.80533, 0.17602], [-2.82611, 0.33751, -1.55214], [-1.07103, 0.15155, -1.20290], [-0.99984, 2.31344, -3.20819], [-1.40595, 3.83640, -2.89126], [-2.80208, 2.63146, -3.08680], [0.57645, -1.41635, 1.09865], [-0.71565, -2.20190, 0.54108], [3.55974, 3.80163, -0.47660], [2.44355, 3.39237, 0.55317], [3.06405, 3.05636, -0.11407], [1.66321, 1.64140, 3.84706], [1.84734, 1.28176, 2.35685], [1.17407, 1.55471, 3.02341], [0.52850, 4.38911, 1.54697], [1.04202, 2.94725, 1.96690], [1.27927, 3.88789, 1.87191], [-0.47941, -3.99798, -3.11240], [0.27440, -3.51212, -1.83317], [0.16489, -3.35228, -2.78712], [0.33958, -1.58169, -2.84086], [0.24460, -0.78699, -1.46860], [0.40390, -0.68875, -2.42218], [3.52552, 1.72226, 1.15254], [3.12177, 0.59029, 0.20932], [3.20932, 0.78854, 1.15830], [-4.71079, 2.14522, 1.98550], [-4.10188, 1.47830, 3.22050], [-4.73384, 1.33685, 2.50976], [2.53257, -2.52190, -3.45911], [3.06701, -1.34615, -2.68286], [3.29183, -2.25911, -2.92123], [2.94563, 1.22441, -1.68373], [1.84321, 0.22050, -2.00745], [2.65213, 0.33260, -1.44667], [1.18584, -4.63420, 0.23901], [1.43578, -3.14331, 0.00072], [0.68133, -3.81099, 0.13532], [3.09479, -2.28125, -1.26911], [2.49180, -1.28810, -0.08448], [2.62969, -2.18698, -0.39162], [-4.27633, -1.80719, 1.37613], [-3.72451, -2.07732, 2.63618], [-3.71220, -2.49789, 1.75541]], "atomic_forces_ev_per_a": [[0.2, 0.7, 0.4], [-1.4, 0.0, -0.7], [-1.6, -0.4, 2.6], [0.8, 0.0, -1.3], [-0.8, -1.1, 0.4], [-0.2, 0.5, 0.0], [2.1, 0.1, -0.4], [1.5, 0.7, -0.8], [1.1, 0.1, -0.5], [-0.1, -1.0, -1.0], [0.2, 0.9, 0.7], [0.5, -0.8, 0.3], [0.8, 0.8, 0.0], [-0.7, 0.6, -0.3], [-0.8, -0.7, 0.2], [-1.1, 0.1, 0.6], [0.0, 0.2, -0.2], [0.1, 0.0, 0.1], [-0.6, 0.3, 0.3], [-0.3, 0.0, 0.3], [-0.3, 0.6, 0.0], [0.6, 0.1, -0.7], [0.0, 0.1, 0.0], [-0.1, -0.4, 0.3], [0.3, -0.6, -0.4], [-0.2, -0.2, -0.1], [-0.5, 0.5, 0.5], [0.6, 0.3, -0.5], [0.2, 0.3, 0.2], [0.0, -0.2, 0.2], [-0.1, -0.3, -0.3], [-0.2, 0.5, 0.7], [0.0, -0.7, 0.0], [0.4, 0.0, -0.7], [-0.1, -1.0, -0.3], [-0.2, 0.2, 0.2], [0.3, 0.6, 0.7], [0.0, 0.0, 0.1], [0.1, -0.2, 0.0], [-0.3, 0.2, -0.2], [0.1, -0.3, 0.2], [0.3, 0.3, -0.2], [-0.1, 0.3, -0.4], [0.1, 0.0, 0.3], [0.1, -0.4, 0.5], [-0.1, 0.6, -1.2], [-0.5, 0.2, 0.0], [-0.6, -0.5, 0.0], [0.9, 0.0, -0.4], [-0.7, 0.4, 0.9], [0.5, 0.1, -0.6], [0.3, -0.8, 0.4], [0.0, -0.4, -0.7], [0.6, -0.7, 0.1], [-0.8, 0.8, 0.6]]}

=====

2.
{"formula": "C5H36Br2N2O16", "method": "the ωB97M-V functional and the def2-TZVPD basis", "multiplicity": 1, "homo_lumo_gap_ev": 9.10, "elements": ["C", "C", "Br", "C", "Br", "N", "C", "O", "O", "C", "N", "H", "H", "H", "H", "H", "H", "H", "H", "O", "H", "H", "O", "H", "H", "O", "H", "H", "O", "H", "H", "O", "H", "H", "O", "H", "H", "O", "H", "H", "O", "H", "H", "O", "H", "H", "O", "H", "H", "O", "H", "H", "O", "H", "H", "O", "H", "H", "O", "H", "H"], "xyz": [[-2.14354, 1.84193, -0.94725], [-1.06043, 0.61812, -1.30068], [-1.23097, -0.54679, -2.96606], [0.10976, 0.39093, -0.36079], [1.45243, -1.07478, -0.81974], [0.29694, 1.26925, 0.89267], [1.12509, 2.45493, 0.35398], [1.52942, 2.49836, -0.94559], [1.47156, 3.55404, 1.28804], [0.67182, 4.77260, 0.99015], [-0.58662, 4.74879, 1.85961], [-2.68034, 2.12329, -1.95270], [-3.00885, 1.45944, -0.21932], [-1.57480, 2.77032, -0.46893], [0.87232, 0.76840, 1.61330], [1.30694, 5.73625, 1.27091], [0.36908, 4.82741, -0.15981], [-0.34123, 4.22511, 2.73168], [-1.24340, 4.10759, 1.33364], [-4.74350, -0.57651, -2.05193], [-3.83096, -0.70775, -2.35038], [-5.27815, -0.79995, -2.82860], [4.92952, -0.84582, -0.04447], [5.29014, -0.35543, -0.79846], [3.96971, -0.76321, -0.14904], [2.38265, 6.75773, 3.02497], [2.54061, 7.29306, 3.81713], [3.26480, 6.44470, 2.77434], [1.07587, -4.51629, -0.86249], [1.57053, -4.89825, -0.12192], [1.17482, -3.55996, -0.74156], [1.68120, -5.36490, -3.93300], [1.49218, -5.07323, -3.02844], [2.64801, -5.33527, -3.99123], [-5.33751, -1.50743, 0.69561], [-5.15274, -1.17587, -0.19600], [-6.25326, -1.23702, 0.86074], [-1.21068, -6.22200, -1.37400], [-0.36725, -5.76424, -1.23944], [-1.76468, -5.91183, -0.64196], [6.05285, -3.26731, -0.70572], [5.92522, -2.32736, -0.50764], [6.91128, -3.29749, -1.15423], [8.14390, -5.46512, -0.48114], [8.32867, -5.13356, -1.37274], [7.22815, -5.19470, -0.31601], [-7.77078, -3.40930, -0.33716], [-6.92735, -2.95154, -0.20261], [-8.32478, -3.09913, 0.39487], [6.96553, -0.65586, 2.01690], [7.87807, -0.78710, 1.71845], [6.43087, -0.87929, 1.24024], [-3.16974, 5.00133, 0.74837], [-3.62877, 5.84963, 0.65505], [-3.48795, 4.65501, 1.59560], [-0.07307, 8.32802, 4.67739], [0.59321, 7.73445, 4.29953], [0.21338, 9.21020, 4.39684], [-8.58175, -5.65297, -2.07351], [-8.42379, -5.11764, -1.28135], [-7.69961, -5.96600, -2.32414]], "atomic_forces_ev_per_a": [[-0.1, -0.9, -0.5], [3.3, 0.1, 3.9], [0.1, 1.7, 2.2], [-4.2, 0.6, -2.5], [-1.3, 1.9, 0.7], [2.5, 0.5, -3.6], [2.5, 1.3, -5.0], [-2.8, -0.1, 8.7], [-1.5, -2.7, -2.9], [-1.1, 1.5, 0.1], [1.3, -1.7, -1.6], [1.2, -0.4, 2.0], [2.2, 0.7, -1.5], [-1.3, -2.2, -1.2], [-0.8, 0.6, -0.7], [-1.2, -2.5, -0.5], [0.7, -0.2, 2.6], [-0.1, 0.7, -0.9], [0.8, 1.1, 1.0], [0.0, -0.1, -0.3], [-0.1, 0.0, 0.1], [0.1, 0.1, 0.3], [0.1, 0.4, -0.5], [-0.2, 0.1, 0.2], [0.1, -0.1, 0.1], [0.3, 0.2, 0.3], [0.1, -0.2, -0.3], [-0.3, 0.0, 0.1], [0.4, 0.1, 0.3], [-0.1, 0.0, -0.3], [-0.3, -0.2, -0.1], [0.4, 0.2, 0.2], [0.0, -0.1, -0.1], [-0.4, 0.0, 0.0], [-0.6, -0.1, -0.1], [0.1, 0.1, -0.2], [0.4, 0.1, 0.1], [-0.1, 0.1, 0.4], [-0.2, 0.0, -0.1], [0.2, -0.1, -0.3], [0.7, 0.0, -0.4], [-0.4, -0.3, 0.2], [-0.3, 0.0, 0.2], [-0.2, 0.3, -0.4], [0.0, -0.3, 0.3], [0.2, -0.1, 0.1], [-0.1, 0.4, 0.4], [0.1, -0.3, 0.0], [0.1, -0.2, -0.3], [0.4, -0.1, -0.4], [-0.3, 0.0, 0.3], [-0.1, 0.1, 0.4], [-0.7, 0.0, 0.1], [0.2, -0.3, 0.0], [0.1, 0.2, -0.2], [0.5, 0.2, -0.2], [-0.5, 0.1, 0.0], [-0.2, -0.3, 0.1], [0.3, -0.2, 0.1], [0.1, 0.1, -0.3], [-0.4, 0.1, 0.1]]}

=====

What is the formula in the second record? C5H36Br2N2O16

=====

Which formula does entry 2 have? C5H36Br2N2O16